ORCA calculation (ωB97M-V with the def2-TZVPD basis set) on a 9-piece molecular cluster, C48H88BF4N16 overall.

CARTESIAN COORDINATES (ANGSTROEM)
C  6.80698  2.25246  -7.95440
C  6.02249  1.04281  -8.49776
N  4.81337  0.75770  -7.81572
C  3.71335  1.53658  -7.43180
C  2.83198  0.78147  -6.67864
N  3.41889  -0.44776  -6.51298
C  4.58274  -0.49908  -7.24804
C  2.80976  -1.61873  -5.89405
H  6.17615  3.13075  -7.81750
H  7.44290  2.61219  -8.76328
H  7.55135  1.91405  -7.23364
H  6.69773  0.18716  -8.49591
H  5.77851  0.96631  -9.55735
H  3.64147  2.55089  -7.79569
H  1.88178  1.03145  -6.23026
H  5.12682  -1.41491  -7.42585
H  2.78724  -2.55160  -6.45740
H  1.81370  -1.28053  -5.60845
H  3.34697  -1.78049  -4.95953
C  4.13264  5.19816  5.06932
C  2.69822  5.61649  4.63562
N  2.12208  6.65786  5.50458
C  2.43593  8.00831  5.45522
C  1.76683  8.63500  6.47395
N  0.97365  7.75902  7.19511
C  1.20800  6.54331  6.52779
C  0.32610  8.00928  8.43623
H  4.17254  4.61824  5.99139
H  4.94904  5.91217  4.96080
H  4.39651  4.45378  4.31807
H  1.98535  4.79872  4.52993
H  2.68297  6.06953  3.64434
H  3.24315  8.32273  4.81029
H  1.86804  9.63508  6.86892
H  0.79393  5.59675  6.84240
H  0.80595  8.89515  8.85224
H  0.27642  7.13607  9.08673
H  -0.68067  8.38206  8.24765
C  0.11661  -10.01335  0.14105
C  1.62719  -10.16005  -0.34601
N  2.40040  -8.95567  -0.06453
C  2.43782  -7.84074  -0.91228
C  3.23243  -6.88795  -0.23791
N  3.73305  -7.43572  0.91459
C  3.13899  -8.67669  1.05400
C  4.63635  -6.81152  1.84972
H  -0.59691  -9.36965  -0.37341
H  0.10205  -9.71196  1.18845
H  -0.30349  -11.01585  0.05979
H  1.62259  -10.32149  -1.42398
H  2.18685  -11.01369  0.03634
H  1.92496  -7.80807  -1.86218
H  3.59385  -5.92976  -0.58091
H  3.34434  -9.36885  1.85720
H  5.64966  -7.21094  1.89143
H  4.19521  -6.84798  2.84579
H  4.59460  -5.73478  1.68547
C  -2.27708  -5.72246  1.31798
C  -3.18317  -4.77671  0.52867
N  -4.26249  -5.58420  -0.07967
C  -5.55349  -5.67891  0.39676
C  -6.29508  -6.54993  -0.36547
N  -5.43548  -7.18277  -1.18924
C  -4.21718  -6.52654  -1.07447
C  -5.77891  -8.16819  -2.18233
H  -2.78471  -6.32551  2.07081
H  -1.45698  -5.14429  1.74371
H  -1.67959  -6.30200  0.61423
H  -2.67053  -4.34076  -0.32880
H  -3.57817  -4.01468  1.20050
H  -5.74372  -5.04415  1.24957
H  -7.31895  -6.84683  -0.19247
H  -3.39262  -6.67057  -1.75693
H  -6.82697  -7.97573  -2.41180
H  -5.69847  -9.11035  -1.64013
H  -5.15828  -8.22613  -3.07650
C  -2.60176  9.93647  0.73351
C  -1.65290  9.02229  1.52316
N  -1.58954  7.68856  1.03430
C  -0.51246  7.17245  0.34704
C  -0.73917  5.77645  0.17241
N  -2.04725  5.50532  0.63871
C  -2.51417  6.66892  1.19843
C  -2.83841  4.26901  0.66478
H  -3.65608  9.81627  0.98265
H  -2.38514  9.76420  -0.32078
H  -2.47219  10.99774  0.94567
H  -1.90942  9.00610  2.58242
H  -0.68556  9.52044  1.45851
H  0.25275  7.84468  -0.01204
H  -0.14888  5.02163  -0.32580
H  -3.49909  6.83474  1.60933
H  -2.82969  3.92085  1.69764
H  -2.27217  3.57842  0.03984
H  -3.85413  4.37661  0.28419
C  -9.71896  -4.15541  -4.21375
C  -8.90259  -3.88771  -5.45740
N  -7.56110  -3.40920  -5.26428
C  -6.38798  -3.90640  -5.80417
C  -5.26298  -3.28377  -5.20215
N  -5.75020  -2.30835  -4.34684
C  -7.15237  -2.35145  -4.44554
C  -5.03079  -1.22771  -3.61275
H  -9.49038  -5.15640  -3.84786
H  -10.80255  -4.24012  -4.29597
H  -9.57268  -3.46764  -3.38088
H  -9.42245  -3.14790  -6.06612
H  -8.88904  -4.83759  -5.99185
H  -6.47577  -4.70649  -6.52427
H  -4.20559  -3.47754  -5.30598
H  -7.82250  -1.72186  -3.87902
H  -3.94434  -1.30803  -3.64853
H  -5.27964  -1.34251  -2.55777
H  -5.40329  -0.29692  -4.04052
C  7.65727  7.16978  -3.65423
C  7.84529  6.39730  -2.31076
N  7.19158  5.09307  -2.24786
C  5.81612  4.83881  -2.24489
C  5.56108  3.49442  -2.06057
N  6.80971  2.92759  -1.88281
C  7.76196  3.89294  -2.07518
C  6.94493  1.57204  -1.41420
H  7.87916  6.61257  -4.56439
H  8.28924  8.05786  -3.66042
H  6.66334  7.61706  -3.66554
H  7.26721  7.01968  -1.62771
H  8.86854  6.39936  -1.93517
H  5.14971  5.67395  -2.40251
H  4.61612  2.98888  -1.92680
H  8.82778  3.73712  -1.99679
H  6.69961  0.72362  -2.05303
H  6.27757  1.45986  -0.55971
H  7.98358  1.36233  -1.15861
C  -5.44183  -0.12529  8.03132
C  -4.79738  -0.31994  6.67224
N  -3.56326  -1.08523  6.77239
C  -3.42698  -2.44239  7.14653
C  -2.12119  -2.78741  6.92200
N  -1.39136  -1.66094  6.61835
C  -2.29164  -0.64717  6.58761
C  0.04692  -1.45740  6.39922
H  -6.45351  0.26628  7.92506
H  -4.88452  0.49505  8.73323
H  -5.65273  -1.06201  8.54725
H  -4.66234  0.65147  6.19661
H  -5.47577  -0.87675  6.02582
H  -4.31011  -3.00452  7.41203
H  -1.63286  -3.72893  7.12568
H  -1.99850  0.33094  6.23579
H  0.29780  -0.41354  6.58758
H  0.30157  -1.61991  5.35192
H  0.60688  -2.14289  7.03536
B  1.20047  -0.38060  0.40166
F  0.77740  -0.00706  -0.87927
F  1.87968  -1.58590  0.36224
F  2.07789  0.48929  0.93245
F  0.11053  -0.52448  1.31045

Properties
Molar mass (u): 976.1
Highest occupied orbital energy (eV): -20.68
HOMO-LUMO gap (eV): 9.6
Electronic energy (a.u.): -3179.76575
Net charge: +7
LUMO energy (eV): -11.068